Molecular formula: C3H4O3Sm
Method: DFT, ωB97M-V/def2-TZVPD

Each line ends with the Löwdin charge.
Positions of all 11 atoms, in Å:
1 C 1.440 0.887 0.301  0.0583
2 C 0.322 1.339 -0.311  -0.0622
3 O -0.601 0.521 -0.926  0.1450
4 C -1.070 -0.587 -0.397  -0.6286
5 O -0.455 -1.146 0.616  0.0023
6 O -1.871 -1.298 -1.004  -0.0345
7 H 0.487 -0.588 0.914  0.2117
8 H -0.025 2.373 -0.285  0.1593
9 H 2.024 0.125 -0.222  0.1209
10 Sm -2.256 -3.269 0.463  1.9205
11 H 2.006 1.643 0.852  0.1073

Electronic energy (hartree): -999.72246
E_HOMO (alpha / beta) (eV): -17.71 / -17.71
⟨S²⟩: 12.007
Total charge: +2
LUMO (alpha / beta) (eV): -9.41 / -9.22
Gap between HOMO and LUMO (alpha / beta) (eV): 8.29 / 8.49
Largest force on an atom (eV/A): 3.1
Multiplicity: 7
Energy above the lowest of the compared OMol25 structures with the same formula, charge and spin (kJ/mol): 195.7
M (Da): 238.42